Entry A
# C5H11NO

2 unconnected molecules or ions with the total composition C5H11NO (wB97M-V/def2-TZVPD, the Open Molecules 2025 dataset).

Positions of all 18 atoms, in Å:
C (-0.348, -1.994, -0.731)
C (0.291, -0.651, -1.054)
C (-0.188, 0.512, -0.279)
C (-1.529, 0.877, -0.278)
C (1.558, 2.081, -0.280)
N (0.723, 1.306, 0.262)
H (0.185, -2.750, -1.314)
H (-0.243, -2.287, 0.311)
H (-1.416, -2.062, -0.982)
H (0.098, -0.404, -2.106)
H (1.367, -0.741, -1.028)
H (-2.219, 0.241, -0.812)
H (-1.892, 1.743, 0.247)
H (2.404, 2.465, 0.260)
H (1.316, 2.574, -1.223)
H (0.043, 0.251, 2.450)
H (-0.418, -0.609, 3.617)
O (0.270, -0.552, 2.940)

Summary:
* net charge: +1
* 2S+1: 2
* highest occupied orbital energy (spin up / spin down): -14.85 / -14.86 eV
* LUMO (spin up / spin down): -4.8 / -7.6 eV
* frontier orbital gap (spin up / spin down): 0.3708 / 0.2654 Ha

Atomic partial charges in e from the natural (NBO) method, atoms 1 to 6:
1. C -0.611
2. C -0.474
3. C 0.282
4. C -0.132
5. C 0.077
6. N -0.270



Entry B
# C5H11NO

2 unconnected molecules or ions with the total composition C5H11NO (wB97M-V/def2-TZVPD, the Open Molecules 2025 dataset).

Positions of all 18 atoms, in Å:
C (-1.160, 0.295, 2.154)
N (-0.087, -2.086, 0.654)
C (-0.182, -0.854, 0.111)
C (-0.713, 0.277, 0.694)
C (-0.930, 1.440, -0.006)
C (-1.400, 1.515, -1.356)
H (-0.328, 0.159, 2.835)
H (-1.562, 1.260, 2.402)
H (-1.873, -0.507, 2.331)
H (-0.498, -2.106, 1.584)
H (-0.457, -2.851, 0.105)
H (0.377, -0.769, -0.821)
H (-0.700, 2.397, 0.476)
H (-0.765, 1.527, -2.233)
H (-2.412, 1.880, -1.502)
H (4.757, -0.969, -2.873)
H (4.005, 0.154, -2.130)
O (3.927, -0.763, -2.424)

Summary:
* net charge: +1
* 2S+1: 2
* highest occupied orbital energy (spin up / spin down): -13.32 / -14.08 eV
* LUMO (spin up / spin down): -6.1 / -6.1 eV
* frontier orbital gap (spin up / spin down): 0.2671 / 0.2922 Ha

Atomic partial charges in e from the natural (NBO) method, atoms 1 to 6:
1. C -0.634
2. N -0.696
3. C 0.263
4. C -0.188
5. C 0.077
6. C -0.342



Entry C
# C5H11NO

2 unconnected molecules or ions with the total composition C5H11NO (wB97M-V/def2-TZVPD, the Open Molecules 2025 dataset).

Positions of all 18 atoms, in Å:
C (1.780, 1.166, 0.995)
N (0.065, -0.763, -1.353)
C (-0.272, 0.096, -0.270)
C (0.659, 0.141, 0.778)
C (-2.116, 1.336, -1.506)
C (-1.489, 0.979, -0.321)
H (1.456, 1.915, 1.757)
H (2.660, 0.672, 1.174)
H (2.044, 1.716, -0.040)
H (1.084, -0.928, -1.385)
H (0.098, -0.060, -2.190)
H (0.259, -0.288, 1.760)
H (-1.605, 1.139, -2.403)
H (-3.099, 1.828, -1.608)
H (-2.101, 1.151, 0.554)
H (-0.495, -3.225, 1.587)
H (0.655, -3.554, 0.744)
O (0.415, -3.320, 1.726)

Summary:
* net charge: +1
* 2S+1: 2
* highest occupied orbital energy (spin up / spin down): -13.52 / -14.72 eV
* LUMO (spin up / spin down): -6.3 / -6.3 eV
* frontier orbital gap (spin up / spin down): 0.2668 / 0.3078 Ha

Atomic partial charges in e from the natural (NBO) method, atoms 1 to 6:
1. C -0.637
2. N -0.709
3. C 0.438
4. C -0.140
5. C -0.149
6. C -0.342



Entry D
# C5H11NO

2 unconnected molecules or ions with the total composition C5H11NO (wB97M-V/def2-TZVPD, the Open Molecules 2025 dataset).

Positions of all 18 atoms, in Å:
C (-0.512, -1.804, 0.536)
N (-0.371, 0.945, 1.822)
C (-0.785, 0.655, 0.630)
C (-0.281, -0.456, -0.091)
C (-0.313, -0.371, -1.530)
C (-0.428, 0.785, -2.225)
H (0.064, -1.815, 1.476)
H (-1.534, -1.861, 0.896)
H (-0.123, -2.670, 0.015)
H (0.628, 0.974, 2.028)
H (-0.909, 1.612, 2.364)
H (-1.576, 1.271, 0.206)
H (-0.143, -1.295, -2.066)
H (-0.718, 1.693, -1.717)
H (-0.278, 0.804, -3.287)
H (3.023, 1.040, 0.357)
H (1.752, 0.231, -0.011)
O (2.503, 0.261, 0.595)

Summary:
* net charge: +1
* 2S+1: 2
* highest occupied orbital energy (spin up / spin down): -13.21 / -15.21 eV
* LUMO (spin up / spin down): -5.1 / -6.4 eV
* frontier orbital gap (spin up / spin down): 0.2971 / 0.3226 Ha

Atomic partial charges in e from the natural (NBO) method, atoms 1 to 6:
1. C -0.656
2. N -0.644
3. C 0.217
4. C -0.005
5. C -0.244
6. C -0.221



Stability order, top to bottom: entry D, entry A, entry B, entry C



Entry A
# C5H11NO

A gas-phase ion, C5H11NO (charge +1) (wB97M-V/def2-TZVPD, the Open Molecules 2025 dataset).

Positions of all 18 atoms, in Å:
O (-1.054, -0.532, 2.901)
C (-0.855, 0.322, 2.072)
N (-0.335, 0.193, 0.788)
C (-0.112, -1.045, -0.053)
C (0.857, -0.915, -1.130)
C (0.340, 0.096, -2.157)
C (0.885, 1.554, -1.850)
H (-1.074, 1.302, 2.263)
H (-0.026, 1.173, 0.535)
H (0.299, -1.738, 0.598)
H (-1.095, -1.223, -0.459)
H (1.734, -0.470, -0.607)
H (1.091, -1.856, -1.733)
H (-0.748, -0.106, -2.304)
H (0.892, -0.292, -3.044)
H (0.868, 2.166, -2.739)
H (1.902, 1.803, -1.338)
H (0.241, 2.075, -1.182)

Summary:
* net charge: +1
* 2S+1: 2
* highest occupied orbital energy (spin up / spin down): -15.75 / -15.74 eV
* LUMO (spin up / spin down): -4.1 / -9.4 eV
* frontier orbital gap (spin up / spin down): 0.4299 / 0.2334 Ha

Atomic partial charges in e from the natural (NBO) method, atoms 1 to 6:
1. O -0.292
2. C 0.453
3. N -0.179
4. C -0.248
5. C -0.430
6. C -0.424



Entry B
# C5H11NO

A gas-phase ion, C5H11NO (charge +1) (wB97M-V/def2-TZVPD, the Open Molecules 2025 dataset).

Positions of all 18 atoms, in Å:
O (-0.603, -2.794, -0.857)
C (0.066, -2.176, -0.123)
C (-0.610, -0.791, 0.341)
C (0.054, 0.283, -0.632)
C (-0.847, 1.513, -0.816)
C (1.400, 0.750, -0.055)
N (-0.419, -0.591, 1.695)
H (1.083, -2.386, 0.258)
H (-1.631, -0.818, -0.040)
H (0.177, -0.111, -1.646)
H (-1.090, 2.147, 0.031)
H (-0.414, 2.087, -1.636)
H (-1.862, 1.304, -1.246)
H (1.911, 0.203, 0.753)
H (1.368, 1.731, 0.453)
H (2.169, 0.888, -0.808)
H (0.480, -0.854, 2.070)
H (-1.234, -0.384, 2.260)

Summary:
* net charge: +1
* 2S+1: 2
* highest occupied orbital energy (spin up / spin down): -15.05 / -15.49 eV
* LUMO (spin up / spin down): -4.2 / -8.1 eV
* frontier orbital gap (spin up / spin down): 0.4004 / 0.2718 Ha

Atomic partial charges in e from the natural (NBO) method, atoms 1 to 6:
1. O -0.325
2. C 0.470
3. C -0.132
4. C -0.186
5. C -0.626
6. C -0.664



Stability order, top to bottom: entry B, entry A



Entry A
# C5H11NO

2 unconnected molecules or ions with the total composition C5H11NO (wB97M-V/def2-TZVPD, the Open Molecules 2025 dataset).

Positions of all 18 atoms, in Å:
C (-1.522, -1.173, -0.889)
N (-0.924, 0.659, 1.291)
C (-0.265, 0.810, 0.152)
C (-0.665, 0.035, -0.963)
C (1.275, 2.555, 0.983)
C (0.938, 1.635, 0.082)
H (-1.467, -1.709, -1.835)
H (-1.264, -1.724, 0.014)
H (-2.571, -0.903, -0.801)
H (-0.861, 1.332, 2.038)
H (-1.747, 0.082, 1.347)
H (-0.034, 0.135, -1.844)
H (0.839, 2.832, 1.942)
H (2.194, 3.088, 0.787)
H (1.489, 1.531, -0.841)
H (0.949, -2.565, -0.407)
H (1.773, -3.792, -0.482)
O (1.863, -2.828, -0.572)

Summary:
* net charge: +1
* 2S+1: 2
* highest occupied orbital energy (spin up / spin down): -14.17 / -14.63 eV
* LUMO (spin up / spin down): -4.5 / -6.9 eV
* frontier orbital gap (spin up / spin down): 0.3570 / 0.2822 Ha

Atomic partial charges in e from the natural (NBO) method, atoms 1 to 6:
1. C -0.719
2. N -0.636
3. C 0.259
4. C 0.042
5. C -0.220
6. C -0.286



Entry B
# C5H11NO

A gas-phase ion, C5H11NO (charge +1) (wB97M-V/def2-TZVPD, the Open Molecules 2025 dataset).

Positions of all 18 atoms, in Å:
C (-0.112, 1.004, -0.611)
C (0.858, 0.256, 0.391)
C (0.016, -0.487, 1.439)
C (1.894, -0.627, -0.288)
C (-1.188, 0.115, -1.109)
N (-2.408, 0.257, -0.520)
O (-1.002, -0.667, -2.036)
H (-0.456, 1.868, -0.049)
H (0.488, 1.330, -1.487)
H (1.392, 1.171, 0.747)
H (-0.343, -1.460, 1.102)
H (0.710, -0.718, 2.259)
H (-0.686, 0.229, 1.860)
H (2.535, -0.146, -1.006)
H (1.253, -1.451, -0.670)
H (2.577, -1.102, 0.417)
H (-2.457, 0.920, 0.232)
H (-3.069, -0.492, -0.670)

Summary:
* net charge: +1
* 2S+1: 2
* highest occupied orbital energy (spin up / spin down): -15.72 / -15.71 eV
* LUMO (spin up / spin down): -4.1 / -9.2 eV
* frontier orbital gap (spin up / spin down): 0.4267 / 0.2401 Ha

Atomic partial charges in e from the natural (NBO) method, atoms 1 to 6:
1. C -0.482
2. C -0.171
3. C -0.648
4. C -0.625
5. C 0.643
6. N -0.705



Entry C
# C5H11NO

2 unconnected molecules or ions with the total composition C5H11NO (wB97M-V/def2-TZVPD, the Open Molecules 2025 dataset).

Positions of all 18 atoms, in Å:
C (1.973, -1.011, -1.023)
N (0.039, 1.350, -1.491)
C (0.227, 0.681, -0.281)
C (1.322, -0.075, -0.025)
C (-1.132, 1.425, 1.656)
C (-1.020, 0.699, 0.535)
H (2.589, -0.459, -1.743)
H (2.698, -1.677, -0.561)
H (1.182, -1.529, -1.557)
H (-0.884, 1.353, -1.900)
H (0.359, 2.317, -1.420)
H (1.938, 0.050, 0.866)
H (-0.290, 1.691, 2.281)
H (-2.116, 1.587, 2.078)
H (-1.790, 0.055, 0.119)
H (-2.031, -2.593, 1.014)
H (-0.712, -1.896, 1.273)
O (-1.210, -2.341, 0.593)

Summary:
* net charge: +1
* 2S+1: 2
* highest occupied orbital energy (spin up / spin down): -14.26 / -14.39 eV
* LUMO (spin up / spin down): -5.1 / -7.1 eV
* frontier orbital gap (spin up / spin down): 0.3365 / 0.2668 Ha

Atomic partial charges in e from the natural (NBO) method, atoms 1 to 6:
1. C -0.679
2. N -0.777
3. C 0.346
4. C 0.044
5. C -0.310
6. C -0.289



Entry D
# C5H11NO

2 unconnected molecules or ions with the total composition C5H11NO (wB97M-V/def2-TZVPD, the Open Molecules 2025 dataset).

Positions of all 18 atoms, in Å:
N (-0.868, 2.367, 0.402)
C (-0.844, 1.034, 0.772)
C (-0.325, 0.137, -0.143)
C (-0.317, 0.383, -1.622)
C (0.646, -0.040, -2.442)
C (-1.425, 0.468, 2.020)
H (-1.450, 3.003, 0.986)
H (-1.105, 2.582, -0.578)
H (0.081, -0.652, 0.450)
H (-1.165, 1.059, -1.973)
H (1.077, 0.534, -3.387)
H (1.221, -0.947, -2.229)
H (-1.349, 1.314, 2.680)
H (-2.456, 0.051, 2.045)
H (-0.758, -0.126, 2.534)
H (2.257, -3.687, -0.076)
H (3.696, -4.047, 0.380)
O (3.085, -3.433, 0.182)

Summary:
* net charge: +1
* 2S+1: 2
* highest occupied orbital energy (spin up / spin down): -13.50 / -14.18 eV
* LUMO (spin up / spin down): -4.4 / -6.7 eV
* frontier orbital gap (spin up / spin down): 0.3328 / 0.2743 Ha

Atomic partial charges in e from the natural (NBO) method, atoms 1 to 6:
1. N -0.682
2. C 0.357
3. C -0.111
4. C -0.259
5. C -0.195
6. C -0.699



Stability order, top to bottom: entry A, entry B, entry D, entry C